Formula: C63H76Cl6N16O10
Source: the OMol25 dataset
Level of theory: ωB97M-V/def2-TZVPD

Atoms and positions in Å:
O1 1.560 6.018 1.177
H1 -4.127 -1.110 -0.376
H2 -1.004 0.755 -4.433
O2 -6.457 -1.200 -3.203
H3 -2.544 -5.815 4.025
C1 -2.375 6.956 1.023
Cl1 -2.883 -1.974 -4.428
H4 1.078 -2.442 4.277
H5 -2.050 0.208 -0.750
H6 1.186 -1.291 1.558
H7 -5.063 0.653 -2.867
C2 7.308 1.577 2.400
H8 2.695 3.208 1.805
H9 4.189 -1.573 5.357
C3 5.914 1.556 2.565
C4 0.765 -0.585 0.857
N1 3.274 0.005 4.342
H10 -0.120 -1.176 -2.603
H11 -2.928 -3.129 3.238
C5 -1.968 -6.635 3.621
Cl2 4.823 5.711 -3.115
C6 1.805 -3.970 -0.395
H12 -1.855 -6.647 -2.074
O3 3.048 1.242 4.317
N2 5.051 3.530 -0.468
H13 2.962 0.024 -5.277
H14 1.171 -4.023 -1.267
H15 5.906 0.059 -4.838
C7 -2.468 2.734 4.104
H16 -4.540 0.712 -4.580
C8 2.579 -2.075 -5.102
C9 -3.120 -1.614 -6.139
C10 5.171 0.663 1.805
C11 1.539 -0.442 -3.720
C12 -3.227 4.321 -3.104
C13 -1.761 4.827 -0.049
N3 3.631 -2.815 0.704
H17 -1.255 -4.384 -2.859
H18 7.904 2.220 3.029
C14 -1.543 3.782 -6.711
H19 -1.105 4.286 -0.715
O4 1.667 4.378 -0.155
C15 5.792 -0.273 0.961
H20 0.238 -9.318 1.934
H21 -4.606 2.296 1.909
C16 -2.565 -7.868 3.152
N4 -1.651 -2.475 6.421
C17 -1.539 6.199 0.130
H22 0.440 -2.172 6.686
N5 7.917 0.732 1.497
C18 -0.247 1.885 5.490
C19 -0.425 -8.595 2.387
C20 -5.002 -1.511 1.548
N6 -4.336 0.664 0.685
C21 -3.215 -4.856 0.398
H23 -2.012 -2.402 -1.442
C22 -1.006 0.277 -0.485
C23 -2.186 -2.896 3.987
N7 -2.163 1.570 -5.885
C24 0.671 -1.440 -3.290
C25 -2.773 -5.968 -0.276
H24 -3.619 4.151 -4.107
O5 -5.030 3.566 -1.755
C26 -5.395 0.694 -3.904
C27 2.830 -3.027 -0.367
C28 1.990 3.963 2.152
H25 2.774 6.936 -3.438
Cl3 2.337 4.849 -4.509
C29 -2.380 2.639 -6.716
Cl4 5.250 -0.610 -2.708
N8 -3.520 4.896 1.648
C30 3.038 5.893 -3.258
H26 4.115 0.571 2.009
H27 1.709 2.065 -1.109
H28 6.597 3.608 -1.842
H29 -3.483 5.353 -2.864
C31 -2.200 3.091 5.416
C32 -0.331 -2.381 5.960
N9 -3.936 3.366 -2.189
H30 -2.264 -9.802 2.248
C33 1.576 0.418 0.290
H31 0.672 1.540 5.940
C34 -1.607 1.807 3.509
H32 7.126 3.519 -0.066
H33 2.391 4.549 2.980
H34 -2.207 8.016 1.146
C35 -2.127 -5.778 -1.493
C36 2.414 -0.756 -4.768
C37 -2.555 -2.664 5.311
H35 -1.253 -1.320 0.950
C38 -2.221 -3.417 -1.139
H36 -3.602 -2.695 5.576
H37 -3.621 -8.070 3.255
H38 -0.752 6.676 -0.436
O6 2.679 -0.804 3.595
H39 -0.468 -3.147 2.654
O7 -3.286 2.346 -1.839
H40 1.859 -4.055 -5.021
C39 -0.585 -0.634 0.452
N10 1.721 4.826 0.961
O8 4.812 4.660 -0.118
H41 2.171 -4.993 2.827
H42 0.645 2.709 -4.313
N11 0.163 -7.435 2.799
C40 6.457 3.172 -0.853
H43 3.742 -0.210 6.376
N12 -6.034 -0.589 -4.144
C41 -0.514 1.389 4.198
C42 1.728 -3.061 -4.619
H44 -6.082 1.539 -3.958
C43 5.954 0.501 -3.843
H45 -2.155 4.173 -2.975
H46 -1.739 1.366 2.532
H47 2.626 0.416 0.540
C44 -3.322 6.236 1.777
H48 -2.173 -1.413 -6.639
H49 0.329 0.811 3.848
H50 -5.085 -2.584 1.456
C45 0.059 -2.592 4.605
C46 -4.740 1.225 1.871
H51 4.127 -3.592 2.653
H52 3.105 -2.446 -1.235
C47 -1.860 -4.474 -1.969
C48 -0.845 -2.903 3.637
H53 0.732 -5.424 0.900
H54 -1.758 4.612 -7.368
H55 -0.128 -5.504 3.620
N13 -1.083 2.722 6.123
C49 3.450 -3.606 1.812
H56 5.230 -0.978 0.366
H57 3.377 -2.352 -5.775
Cl5 5.069 2.100 -3.927
O9 4.197 2.653 -0.545
H58 1.007 3.517 2.305
H59 1.382 0.574 -3.387
C50 -1.828 -8.855 2.529
H60 -3.288 3.207 3.583
H61 -5.591 0.892 3.873
H62 2.731 5.613 -2.251
H63 -3.840 6.750 2.573
C51 -0.475 3.781 -5.784
H64 6.610 2.098 -0.961
C52 1.057 1.323 -0.672
H65 -2.786 3.790 5.995
N14 -2.887 -3.596 0.036
C53 -5.387 -0.922 2.734
C54 1.544 -4.723 0.777
H66 6.951 0.731 -3.467
H67 5.141 -0.059 5.283
N15 0.759 -2.731 -3.703
C55 -5.321 0.491 2.907
C56 7.176 -0.231 0.894
H68 -3.540 -0.609 -6.147
H69 5.353 2.292 3.120
H70 -3.071 -6.966 0.010
C57 -1.172 1.673 -4.976
O10 -6.222 -0.932 -5.359
H71 -3.793 -5.007 1.298
C58 -4.425 -0.678 0.567
H72 -5.835 -1.528 3.508
H73 -3.178 2.528 -7.436
C59 -0.257 2.714 -4.908
C60 -2.781 4.225 0.699
H74 0.149 4.663 -5.784
C61 4.145 -0.485 5.401
H75 7.814 -0.766 0.207
C62 -0.561 -6.460 3.361
Cl6 -3.980 -2.856 -7.074
C63 2.367 -4.510 1.881
H76 -3.013 3.179 0.561
N16 -0.212 1.194 -1.163

Its multiplicity is 1. The calculation puts the strongest force on any atom at 4.6 eV/Å. As for the HOMO energy: -0.33564 Ha. As for the lowest unoccupied orbital energy: -0.92 eV. The value obtained for the gap between HOMO and LUMO is 8.213 eV.

***

Formula: C63H98ClInN11OS2
Source: the OMol25 dataset
Level of theory: ωB97M-V/def2-TZVPD

Atoms and positions in Å:
N1 -1.589 -4.116 1.965
H1 4.826 -6.715 1.473
H2 -9.966 -3.458 -1.133
H3 7.209 -5.293 -4.157
N2 8.833 0.276 -3.906
N3 1.937 6.940 -1.414
H4 1.976 -1.157 -0.174
H5 -4.473 -3.119 1.819
H6 2.535 -5.798 -3.293
H7 -0.278 -8.536 -1.459
H8 3.970 5.057 2.696
H9 -14.464 2.230 -5.485
H10 7.584 -3.383 -2.785
S1 -0.501 -3.969 4.428
H11 -8.490 0.160 -4.089
H12 -1.638 -2.108 2.700
C1 -15.637 2.168 -7.239
C2 3.731 6.641 -0.155
C3 0.285 8.560 -6.111
C4 4.365 0.041 5.565
H13 0.975 0.461 2.896
C5 4.133 6.577 5.629
H14 6.878 -3.141 1.568
C6 1.725 -5.310 1.503
H15 -10.266 1.251 -5.815
H16 -7.214 -4.384 1.344
C7 -8.482 -5.641 -0.520
C8 5.108 -1.010 6.035
H17 1.659 3.023 3.494
H18 1.175 6.741 -2.036
C9 1.496 1.294 -1.239
C10 -6.409 -4.558 0.630
C11 -13.938 2.810 -8.564
H19 -8.377 -5.559 -2.675
C12 10.179 0.485 -3.788
H20 -12.725 0.720 -4.788
C13 5.717 7.252 10.632
C14 -0.645 -4.599 2.945
C15 10.814 -0.398 -4.620
H21 -6.548 -6.522 -0.209
C16 6.344 -4.709 -3.852
H22 0.298 3.044 -1.540
C17 4.294 5.382 4.878
In1 5.096 -4.296 0.122
H23 4.295 6.702 6.687
H24 0.095 -0.011 -2.265
Cl1 4.968 -5.871 -3.741
O1 5.927 -3.170 1.683
N4 4.366 -0.035 4.197
H25 4.603 4.418 5.248
H26 5.739 7.806 8.593
H27 -8.761 -6.679 -0.332
C18 6.251 5.803 9.012
C19 3.089 -5.580 2.132
C20 -9.059 -5.248 -1.883
H28 5.295 -1.231 7.074
C21 1.585 9.117 -6.256
H29 -0.641 1.686 -0.984
N5 -0.378 -6.472 -1.982
C22 6.648 -3.910 -2.573
C23 -15.311 2.443 -8.540
C24 -11.590 -0.263 -3.207
H30 -16.565 1.856 -6.793
H31 3.775 8.768 0.550
H32 -3.667 -3.902 0.434
N6 1.319 8.480 -4.155
H33 -0.671 7.715 -4.283
H34 10.568 1.238 -3.124
H35 -8.405 -3.195 -1.965
C25 -0.139 -1.081 0.208
H36 3.038 -6.302 2.948
H37 -12.297 -0.662 -2.500
H38 -3.162 -4.195 3.413
H39 1.800 -0.378 -2.587
H40 5.851 -3.172 -2.456
H41 -5.439 -5.328 2.428
C26 3.728 7.556 4.759
C27 2.857 6.017 -1.000
C28 3.979 5.674 3.578
H42 0.215 -0.599 5.019
H43 5.420 8.199 11.047
C29 5.092 -1.120 3.783
H44 3.894 0.605 3.588
H45 3.909 -3.305 -0.784
C30 -6.942 -5.534 -0.443
N7 -10.245 -0.419 -3.024
C31 -0.132 -2.285 1.149
C32 6.775 -4.772 -1.288
C33 -13.475 2.744 -7.277
N8 3.633 6.997 3.516
H46 6.423 5.477 8.000
H47 -9.899 -3.514 -2.890
C34 -1.484 -2.658 1.764
H48 1.505 8.314 -3.184
H49 -1.305 -6.265 -1.656
H50 -1.065 -1.043 -0.373
H51 3.834 0.822 6.080
C35 0.228 -7.695 -1.900
C36 -10.488 0.717 -4.906
C37 -9.566 0.175 -4.052
H52 5.963 5.856 12.289
N9 0.533 0.353 4.975
C38 0.604 1.215 6.034
H53 0.163 -3.152 0.558
H54 3.351 7.478 2.680
H55 9.958 -1.966 -5.974
C39 -9.345 -3.747 -1.981
H56 8.123 0.781 -3.408
H57 1.676 -5.760 0.520
H58 1.539 -4.253 1.383
C40 3.314 7.996 -0.044
H59 -0.552 2.925 1.005
C41 1.072 2.415 5.568
C42 -2.937 -4.522 2.391
H60 6.611 4.098 10.321
H61 3.499 8.596 4.920
H62 -2.950 -5.615 2.402
H63 6.166 -2.639 4.909
H64 7.724 -4.559 -0.794
H65 2.214 -8.363 -2.503
C43 8.598 -0.732 -4.798
C44 0.436 2.772 0.573
H66 -9.820 -0.904 -2.255
H67 -6.540 -5.248 -1.415
H68 4.570 6.178 0.338
H69 0.629 -2.157 1.921
H70 11.879 -0.484 -4.750
H71 -4.781 -5.973 0.919
H72 7.594 -1.051 -5.021
H73 2.020 9.517 -7.156
H74 -9.995 -5.783 -2.051
C45 1.051 -1.170 -0.756
C46 -5.183 -5.078 1.397
C47 0.151 8.177 -4.803
H75 0.937 2.049 1.214
H76 -2.255 -2.339 1.067
H77 2.814 4.996 -1.338
H78 1.015 -2.153 -1.224
N10 -14.515 2.356 -6.478
H79 1.588 9.017 -1.020
H80 2.071 1.093 -0.333
C48 -11.774 0.439 -4.368
H81 5.212 -1.376 2.742
C49 5.998 6.053 11.231
H82 3.178 9.361 -4.713
C50 2.197 9.053 -5.033
C51 1.092 -0.074 -1.817
C52 1.483 -7.575 -2.434
H83 -0.056 -0.163 0.797
H84 -8.935 -5.046 0.273
H85 3.444 -4.645 2.574
C53 4.092 -6.038 1.034
C54 0.479 -5.573 -2.566
H86 -6.160 -3.600 0.171
S2 0.316 -6.027 2.443
N11 5.875 7.090 9.282
C55 0.310 2.199 -0.845
H87 0.192 -4.547 -2.710
H88 -13.357 3.088 -9.427
C56 1.293 2.269 4.172
H89 2.142 1.798 -1.956
H90 6.744 -5.825 -1.564
C57 0.954 0.981 3.839
H91 3.561 -6.579 0.249
C58 5.565 -1.746 4.906
H92 1.238 3.300 6.160
H93 0.317 0.903 7.023
H94 6.077 -4.027 -4.658
H95 -0.463 8.453 -6.877
H96 -12.500 2.939 -6.863
H97 -15.981 2.387 -9.381
C59 2.206 8.154 -0.833
C60 1.646 -6.225 -2.853
C61 6.337 5.132 10.201
H98 1.002 3.701 0.572
C62 -4.040 -4.050 1.448
C63 9.808 -1.174 -5.260

The net charge is -1. Its multiplicity is 1. The calculation puts the strongest force on any atom at 0.9 eV/Å. As for the HOMO energy: -0.17261 Ha. As for the lowest unoccupied orbital energy: 1.39 eV. The value obtained for the gap between HOMO and LUMO is 6.089 eV.